1.
2 unconnected molecules or ions with the total composition C4H13NOS at a distorted geometry, computed with ωB97M-V/def2-TZVPD.

Properties
E_tot ... -18731.1958 eV
Orbital gap ... 0.327 Ha
Maximum force ... 1.92 eV/Å
LUMO energy ... 0.0253 Ha

Geometry as ORCA input:
```
! RIJCOSX wB97M-V def2-TZVPD def2/J DEFGRID3
* xyz 0 1
C -0.962 -0.747 -2.121
N -0.232 -0.683 -0.855
C -0.747 0.205 0.190
C -0.230 1.628 -0.006
C -0.263 -0.347 1.540
S -1.157 0.386 2.946
H -0.325 -0.406 -2.921
H -1.328 -1.769 -2.282
H -1.884 -0.166 -2.059
H 0.768 -0.776 -0.893
H -1.824 0.165 0.217
H -0.824 2.393 0.508
H 0.797 1.763 0.339
H -0.299 1.928 -1.053
H -0.490 -1.393 1.548
H 0.793 -0.203 1.680
H -0.447 1.514 3.063
O 2.903 -0.780 -0.024
H 2.352 -1.224 0.631
H 3.399 -1.487 -0.450
*
```

---

2.
2 unconnected molecules or ions with the total composition C4H13NOS2 at a distorted geometry, computed with ωB97M-V/def2-TZVPD.

Properties
E_tot ... -29566.6616 eV
Orbital gap ... 0.336 Ha
Maximum force ... 1.66 eV/Å
LUMO energy ... 0.0274 Ha

Geometry as ORCA input:
```
! RIJCOSX wB97M-V def2-TZVPD def2/J DEFGRID3
* xyz 0 1
C 2.096 -1.442 -0.423
S 1.997 0.092 0.598
S 0.509 1.253 -0.194
C -0.814 1.169 1.111
C -1.823 0.017 0.964
C -1.207 -1.397 1.059
N -2.604 0.379 -0.270
H 3.147 -1.742 -0.313
H 1.922 -1.125 -1.442
H 1.496 -2.276 -0.070
H -1.274 2.110 0.806
H -0.460 1.218 2.139
H -2.462 0.210 1.834
H -1.197 -1.909 0.091
H -0.193 -1.444 1.455
H -1.857 -1.969 1.714
H -3.581 0.431 0.007
H -2.602 -0.360 -0.968
O -0.207 -0.898 -2.517
H -0.907 -0.791 -3.167
H -0.594 -0.482 -1.732
*
```

---

3.
3 unconnected molecules or ions with the total composition C4H13NOS2 at a distorted geometry, computed with ωB97M-V/def2-TZVPD.

Properties
E_tot ... -29562.4454 eV
Orbital gap ... 0.173 Ha
Maximum force ... 2.86 eV/Å
LUMO energy ... -0.1398 Ha

Geometry as ORCA input:
```
! RIJCOSX wB97M-V def2-TZVPD def2/J DEFGRID3
* xyz 0 1
N 2.340 -1.490 1.144
C 1.013 -1.122 0.778
C 0.719 -1.147 -0.731
C 0.536 0.223 1.398
S 1.409 1.587 0.718
S -2.348 -0.825 0.386
C -2.508 0.079 -1.114
H 2.932 -0.677 1.199
H 2.575 -2.238 1.764
H 0.270 -1.808 1.228
H 1.148 -2.085 -1.121
H 1.380 -0.410 -1.213
H -0.329 -0.940 -0.932
H 0.550 0.219 2.491
H -0.523 0.338 0.966
H -2.964 -0.477 -1.940
H -3.156 0.987 -1.030
H -1.548 0.579 -1.318
H -0.232 2.844 -0.199
H -0.361 3.387 -1.582
O -0.904 2.976 -0.893
*
```

---

4.
3 unconnected molecules or ions with the total composition C4H13NOS2 at a distorted geometry, computed with ωB97M-V/def2-TZVPD.

Properties
E_tot ... -29561.6069 eV
Orbital gap ... 0.155 Ha
Maximum force ... 4.19 eV/Å
LUMO energy ... -0.1504 Ha

Geometry as ORCA input:
```
! RIJCOSX wB97M-V def2-TZVPD def2/J DEFGRID3
* xyz 0 1
N 0.231 2.699 0.957
C -0.290 1.476 0.355
C -0.107 0.411 1.394
C 0.464 1.102 -0.943
S 2.049 0.814 -0.630
S -2.255 -0.758 -0.345
C -1.595 -2.293 -1.001
H -0.169 3.443 0.541
H 1.242 2.760 0.580
H -1.368 1.559 0.154
H -1.048 0.422 1.939
H 0.736 0.732 2.041
H 0.048 -0.598 1.002
H 0.376 1.770 -1.801
H 0.000 0.120 -1.189
H -2.283 -3.108 -0.780
H -1.438 -2.251 -2.103
H -0.656 -2.516 -0.484
H 1.772 -1.159 -0.117
H 2.603 -2.467 0.320
O 1.686 -2.159 0.108
*
```

---

5.
A gas-phase ion, C4H13NP (charge +1) at a distorted geometry, computed with ωB97M-V/def2-TZVPD.

Properties
E_tot ... -15129.1748 eV
Orbital gap ... 0.350 Ha
Maximum force ... 4.42 eV/Å
LUMO energy ... -0.1391 Ha

Geometry as ORCA input:
```
! RIJCOSX wB97M-V def2-TZVPD def2/J DEFGRID3
* xyz 1 1
C 0.298 1.431 0.886
C 0.494 0.530 -0.349
N 1.867 0.058 -0.392
C -0.726 -0.630 -0.453
C -0.497 -1.663 0.729
P -2.368 0.387 -0.432
H 0.516 0.885 1.851
H -0.818 1.826 0.817
H 1.033 2.296 0.970
H 0.378 1.013 -1.349
H 2.048 -0.597 0.364
H 2.505 0.859 -0.227
H 2.384 -0.424 -1.195
H -0.546 -1.363 -1.360
H -1.445 -2.103 1.011
H -0.295 -0.980 1.514
H 0.200 -2.381 0.479
H -3.084 -0.381 -1.359
H -1.943 1.237 -1.506
*
```

---

6.
2 unconnected molecules or ions with the total composition C4H13NS at a distorted geometry, computed with ωB97M-V/def2-TZVPD.

Properties
E_tot ... -16682.8603 eV
Orbital gap ... 0.341 Ha
Maximum force ... 2.67 eV/Å
LUMO energy ... 0.0294 Ha

Geometry as ORCA input:
```
! RIJCOSX wB97M-V def2-TZVPD def2/J DEFGRID3
* xyz 0 1
C 0.476 2.047 1.628
N 1.509 2.305 0.638
C 2.009 3.644 0.827
H -0.238 2.864 1.714
H -0.116 1.162 1.487
H 0.983 1.864 2.628
H 1.118 2.165 -0.288
H 1.531 4.485 0.266
H 3.058 3.673 0.443
H 1.959 4.046 1.836
C -0.783 -2.232 -2.225
S -2.404 -3.071 -1.780
C -1.942 -4.027 -0.238
H -1.134 -1.202 -2.339
H -0.587 -2.676 -3.189
H 0.067 -2.428 -1.605
H -1.117 -4.753 -0.440
H -1.566 -3.325 0.517
H -2.823 -4.542 0.122
*
```

---

7.
A gas-phase ion, C4H13O3P2 (charge -1) at a distorted geometry, computed with ωB97M-V/def2-TZVPD.

Properties
E_tot ... -29076.6356 eV
Orbital gap ... 0.211 Ha
Maximum force ... 4.94 eV/Å
LUMO energy ... 0.1202 Ha

Geometry as ORCA input:
```
! RIJCOSX wB97M-V def2-TZVPD def2/J DEFGRID3
* xyz -1 1
C -1.696 -1.986 -1.649
P -0.199 -0.856 -1.716
O -0.111 -0.349 -3.348
P -0.659 0.942 -0.375
C -0.184 -0.131 1.149
C 0.811 0.545 2.104
C 2.220 0.529 1.540
O 2.707 -0.412 1.098
O 2.928 1.711 1.531
H -1.410 -3.026 -1.823
H -2.420 -1.696 -2.420
H -2.157 -1.925 -0.659
H 0.078 -1.143 -3.860
H 0.720 1.415 -0.516
H -1.038 1.705 -1.567
H -2.045 0.435 -0.245
H -1.023 2.078 0.478
H 0.309 -1.036 0.777
H -1.104 -0.414 1.669
H 0.849 -0.068 3.014
H 0.510 1.549 2.419
H 2.915 2.131 2.400
*
```

---

8.
A molecular structure, C4H13O4 at a distorted geometry, computed with ωB97M-V/def2-TZVPD.

Properties
E_tot ... -12546.9094 eV
Orbital gap ... 0.278 Ha
Maximum force ... 5.71 eV/Å
LUMO energy ... 0.1184 Ha

Geometry as ORCA input:
```
! RIJCOSX wB97M-V def2-TZVPD def2/J DEFGRID3
* xyz -1 1
C 2.015 0.425 -0.052
C 0.619 0.564 0.569
C -0.502 0.113 -0.353
O -0.897 1.114 -1.298
C 2.711 -0.790 0.510
O 4.266 -0.754 0.032
H 2.130 0.334 -1.135
H 2.624 1.305 0.193
H 0.405 1.584 0.884
H 0.542 -0.089 1.445
H -0.257 -0.808 -0.918
H -1.429 -0.119 0.178
H 3.786 -1.532 0.183
H 2.203 -1.727 0.205
H 2.715 -0.946 1.592
H -1.882 1.156 -1.115
H -4.258 1.541 -0.614
O -3.354 1.318 -0.386
H -3.541 -0.268 -0.401
H -4.242 -1.168 0.618
O -3.654 -1.253 -0.138
*
```

---

9.
A molecular structure, C4H14B2BeCl10 at a distorted geometry, computed with ωB97M-V/def2-TZVPD.

Properties
E_tot ... -131340.2997 eV
Orbital gap ... 0.260 Ha
Maximum force ... 5.92 eV/Å
LUMO energy ... -0.0851 Ha

Geometry as ORCA input:
```
! RIJCOSX wB97M-V def2-TZVPD def2/J DEFGRID3
* xyz 0 1
Be -12.126 10.458 17.679
B -13.497 11.131 16.637
H -14.374 11.621 16.244
H -12.967 11.923 17.144
H -13.843 10.394 17.345
H -12.810 10.630 15.973
B -12.779 10.105 19.615
H -11.748 9.992 19.317
H -13.314 9.185 19.795
H -12.912 10.681 20.517
H -13.295 10.593 18.803
C -12.396 13.575 15.570
Cl -11.840 13.501 17.260
Cl -11.055 13.534 14.430
Cl -13.462 14.996 15.287
H -12.923 12.628 15.459
C -14.394 10.118 14.280
Cl -16.043 10.793 14.728
Cl -13.732 11.005 12.893
Cl -14.345 8.396 14.008
H -13.761 10.135 15.167
C -14.183 7.880 16.506
Cl -14.020 6.800 17.962
Cl -15.806 7.921 15.971
H -13.872 8.912 16.669
H -13.589 7.428 15.711
C -15.803 12.702 16.562
Cl -17.519 12.877 17.053
Cl -15.397 13.510 15.043
H -15.192 13.057 17.392
H -15.631 11.627 16.593
*
```

---

10.
A molecular structure, C4H14F6MgN5O9S2 at a distorted geometry, computed with ωB97M-V/def2-TZVPD.

Properties
E_tot ... -73673.1414 eV
Orbital gap ... 0.360 Ha
Maximum force ... 3.53 eV/Å
LUMO energy ... -0.1184 Ha

Geometry as ORCA input:
```
! RIJCOSX wB97M-V def2-TZVPD def2/J DEFGRID3
* xyz 1 1
Mg -0.278 -0.422 0.151
C -2.252 0.139 3.741
F -1.539 -0.989 3.809
F -3.422 -0.050 4.295
F -1.588 1.092 4.355
S -2.538 0.551 1.917
O -2.962 -0.715 1.352
O -3.486 1.611 1.786
N -1.009 0.946 1.316
S -0.750 2.565 1.459
O -0.820 3.222 0.187
O -1.347 3.199 2.585
C 1.071 2.598 1.919
F 1.398 1.715 2.849
F 1.866 2.422 0.845
F 1.309 3.820 2.381
C 0.754 1.483 -2.277
O 0.364 0.994 -1.209
N 0.465 0.936 -3.482
N 1.513 2.596 -2.292
H -0.217 0.204 -3.512
H 0.690 1.423 -4.330
H 2.035 2.923 -3.086
H 1.749 3.041 -1.422
C 1.182 -2.709 -1.796
O 0.657 -1.709 -1.276
N 2.496 -2.754 -2.082
N 0.432 -3.803 -2.091
H 3.090 -2.063 -1.661
H 2.943 -3.480 -2.613
H 0.829 -4.564 -2.614
H -0.562 -3.704 -2.016
O -0.558 -2.061 1.282
H -1.120 -2.841 1.327
H 0.119 -2.198 1.957
O 1.657 -0.210 0.870
H 2.141 0.453 0.358
H 2.312 -0.865 1.133
O -1.977 -0.687 -1.177
H -2.611 -1.320 -0.809
H -2.032 -0.792 -2.130
*
```